Molecular formula: C2H8N2
Method: DFT, the ωB97M-V functional and the def2-TZVPD basis

CARTESIAN COORDINATES (ANGSTROEM)
H: -0.243 -0.903 2.417
N: 0.413 -1.349 1.787
C: -0.125 -1.584 0.654
N: 0.649 -1.910 -0.435
H: -1.029 -0.991 0.467
H: 0.282 -2.505 -1.157
H: 1.630 -1.776 -0.388
C: -0.346 2.139 -0.640
H: -0.289 2.351 -1.716
H: -0.418 1.090 -0.401
H: 0.582 2.588 -0.276
H: -1.106 2.850 -0.311

As for the frontier orbital gap: 10.579 eV. The SMILES is [H]/N=C/N.C. The energy above the lowest of the compared OMol25 structures with the same formula, charge and spin comes out at 15.7 kcal/mol. Its spin multiplicity is 1. As for the calculated total energy: -190.4738 a.u.

Results of the Mulliken charge analysis, in e, for atoms 1 through 6: number 1, H, carries 0.25; number 2, N, carries -0.63; number 3, C, carries 0.08; number 4, N, carries -0.41; number 5, H, carries 0.29; number 6, H, carries 0.20


Molecular formula: C2H8N2
Method: DFT, the ωB97M-V functional and the def2-TZVPD basis

CARTESIAN COORDINATES (ANGSTROEM)
C: -1.548 2.084 -2.464
N: -1.617 0.811 -2.348
H: -1.445 2.518 -3.498
H: -1.771 2.756 -1.568
H: -1.191 0.505 -1.475
C: 0.963 -1.839 1.820
N: 1.904 -0.846 2.410
H: 0.909 -2.717 2.523
H: 1.484 -2.202 0.754
H: 0.011 -1.362 1.554
H: 1.598 -0.719 3.321
H: 1.905 -0.006 1.823

As for the frontier orbital gap: 10.101 eV. The SMILES is C=N.CN. The energy above the lowest of the compared OMol25 structures with the same formula, charge and spin comes out at 49.5 kcal/mol. Its spin multiplicity is 1. As for the calculated total energy: -190.4199 a.u.

Results of the Mulliken charge analysis, in e, for atoms 1 through 6: number 1, C, carries -0.23; number 2, N, carries -0.47; number 3, H, carries 0.23; number 4, H, carries 0.22; number 5, H, carries 0.25; number 6, C, carries -0.60


no.,E_HOMO (Ha)
1,-0.3502
2,-0.3419